C45H76F3O26SV as an isolated structure. Source: OMol25; level of theory: ωB97M-V/def2-TZVPD.

## Properties
<S²>: 0.79
total charge: +1
multiplicity: 2
electronic energy: -145806.2221 eV

```
152
C45H76F3O26SV ωB97M-V/def2-TZVPD
O 0.4322 -0.5782 -4.6458
V 0.6409 -1.9870 -3.9894
C -0.3717 0.4535 -0.2223
F -1.4759 0.4309 -0.9714
F 0.3668 1.5151 -0.4841
F -0.7235 0.4756 1.0563
S 0.5466 -1.1616 -0.5527
O -0.0343 -2.1669 0.3154
O 0.3324 -1.4275 -1.9940
O 1.9118 -0.7988 -0.2322
O -2.2011 5.8859 -1.4226
C -1.0275 5.7690 -1.1586
O -0.0345 6.2627 -1.8809
C -0.3640 7.0662 -3.0293
C 0.8944 7.7353 -3.5348
C -0.5236 4.9889 0.0311
H -1.1258 7.7939 -2.7459
H -0.8747 6.4212 -3.7491
H 0.7234 8.3683 -4.4005
H 1.7087 7.0321 -3.6963
H 1.1833 8.3899 -2.7074
H -1.3338 4.9322 0.7557
H 0.2569 5.5360 0.5558
H -0.3072 3.9756 -0.3029
O -0.9166 0.8180 4.9343
C -1.0674 -0.3769 5.0348
O -1.9287 -1.0945 4.3152
C -2.8333 -0.3892 3.4652
C -3.8586 -1.3973 2.9445
C -0.2313 -1.2269 5.9537
H -2.3361 0.1680 2.6700
H -3.3456 0.3770 4.0513
H -3.9279 -2.2350 3.6446
H -3.5628 -1.8987 2.0220
H -4.8621 -0.9814 2.9002
H -0.7005 -2.1713 6.2138
H 0.0507 -0.6108 6.8052
H 0.7215 -1.4558 5.4673
O -1.0836 4.6539 3.1749
C -0.1707 4.5211 3.9611
O 0.7617 3.5909 3.8008
C 0.7613 2.7875 2.6442
C 1.8510 1.7254 2.7364
C 0.0112 5.2726 5.2566
H 0.8749 3.3893 1.7388
H -0.1895 2.2670 2.5200
H 2.8464 2.1640 2.6471
H 1.7519 0.9671 1.9584
H 1.7422 1.2122 3.6930
H 1.0856 5.3870 5.3980
H -0.4706 4.6800 6.0306
H -0.3882 6.2817 5.2110
O 2.6453 -2.0765 4.3489
C 3.4993 -1.8135 3.5442
O 4.7302 -1.3516 3.8058
C 5.0658 -1.0015 5.1468
C 6.3472 -1.7562 5.4927
C 3.2929 -2.0148 2.0636
H 4.2763 -1.3335 5.8242
H 5.1530 0.0749 5.2926
H 7.1221 -1.6379 4.7343
H 6.1387 -2.8207 5.5938
H 6.7941 -1.4009 6.4227
H 3.8509 -2.8164 1.5892
H 3.7041 -1.0577 1.7206
H 2.2419 -2.0522 1.8071
O -5.2895 1.4449 2.4297
C -5.9033 2.0207 1.5655
O -5.4685 3.0846 0.9094
C -4.1363 3.5381 1.1699
C -3.0998 2.5751 0.5881
C -7.2685 1.5926 1.1265
H -3.9325 3.4900 2.2436
H -4.0469 4.5905 0.9235
H -2.9732 2.7074 -0.4862
H -3.4475 1.5895 0.9018
H -2.1320 2.6594 1.0829
H -7.7766 2.4724 0.7333
H -7.8840 1.1785 1.9222
H -7.1842 0.7729 0.4117
O 2.6125 0.3012 -3.0694
C 2.7376 1.3617 -2.5219
O 1.8572 2.3596 -2.7371
C 2.2956 3.5855 -2.1158
C 3.3201 3.1576 -1.0770
C 3.8292 1.7999 -1.5728
H 1.3883 4.0212 -1.7015
H 2.6745 4.2544 -2.8906
H 2.8590 3.0256 -0.0995
H 4.1538 3.8539 -0.9983
H 3.8113 1.0533 -0.7804
H 4.7273 1.8063 -2.1891
O -1.9602 0.9512 -6.0436
C -2.4102 1.7873 -5.3066
O -3.6443 2.3045 -5.4300
C -3.8729 3.3440 -4.4684
C -2.8199 3.1818 -3.3694
C -1.7676 2.2417 -4.0258
H -4.8737 3.1219 -4.0937
H -3.8734 4.3512 -4.8822
H -3.2231 2.6825 -2.4879
H -2.4538 4.1639 -3.0784
H -1.3935 1.4640 -3.3725
H -0.9131 2.8710 -4.2956
O 0.9230 -8.4123 1.6695
C 1.4175 -7.3329 1.6333
O 0.8258 -6.2397 1.1101
C 1.6996 -5.1198 1.0182
C 2.8750 -5.4563 1.9612
C 2.8317 -6.9838 2.0449
H 1.1783 -4.2451 1.4059
H 1.9838 -4.9139 -0.0165
H 2.7029 -5.0114 2.9404
H 3.8112 -5.0737 1.5571
H 3.1474 -7.3767 3.0042
H 3.4550 -7.3831 1.2398
O 0.1848 -3.9181 -3.2037
C -0.2077 -4.7948 -2.4586
O 0.0297 -6.0564 -2.6970
C -0.5658 -6.9427 -1.6943
C -1.6496 -6.0376 -1.1072
C -1.0885 -4.6466 -1.2410
H 0.2651 -7.2513 -1.0596
H -0.9097 -7.8544 -2.1755
H -1.9170 -6.3523 -0.1000
H -2.5422 -6.1517 -1.7276
H -0.5791 -4.3823 -0.3114
H -1.7383 -3.7895 -1.4193
O 2.5849 -2.4962 -3.3811
C 3.6977 -2.8072 -3.0267
O 4.5551 -3.3897 -3.8481
C 5.7769 -3.6857 -3.1496
C 5.8141 -2.7178 -1.9890
C 4.3197 -2.6092 -1.6779
H 6.6145 -3.6301 -3.8425
H 5.8100 -4.7231 -2.8030
H 6.1546 -1.7315 -2.3014
H 6.3495 -3.1393 -1.1428
H 3.9604 -1.7124 -1.1786
H 4.0011 -3.4510 -1.0509
O -1.7577 -1.6837 -3.8771
C -2.9417 -1.4774 -3.7210
O -3.3939 -0.3196 -3.2997
C -4.8332 -0.2679 -3.3061
C -5.2342 -1.7306 -3.3503
C -4.0708 -2.3965 -4.0894
H -5.2326 0.2000 -4.2093
H -5.1570 0.3072 -2.4432
H -6.1939 -1.8898 -3.8455
H -5.3907 -2.2011 -2.3771
H -4.1614 -2.3317 -5.1763
H -3.9688 -3.4300 -3.7745
```

=====

A 12-piece molecular cluster, C45H79N13O overall. Source: OMol25; level of theory: ωB97M-V/def2-TZVPD.

## Properties
SMILES: c1cc[nH]c1.NC(N)=O.CCCC#N.CCCC#N.CCCC#N.CCCC#N.CCCC#N.CCCC#N.CCCC#N.CCCC#N.CCCC#N.CCCC#N
electronic energy: -69361.9622 eV

```
138
C45H79N13O ωB97M-V/def2-TZVPD
C -3.9529 -3.2238 -2.4927
O -3.4108 -2.4421 -3.2831
N -4.7190 -4.2908 -2.8566
N -3.9244 -3.0511 -1.1688
H -5.0765 -4.3337 -3.8003
H -4.7979 -4.9971 -2.1390
H -3.5318 -2.1719 -0.8640
H -4.4427 -3.7306 -0.6305
C 1.5202 0.9506 -0.0332
C 1.1791 0.0074 1.1381
C 0.0945 -1.1020 0.8503
C -1.1105 -0.5110 0.2432
N -2.1274 -0.0889 -0.1309
H 0.6112 1.5228 -0.2189
H 1.8835 0.4026 -0.9026
H 2.2642 1.6477 0.3524
H 0.9812 0.4311 2.1227
H 2.1289 -0.4624 1.3934
H -0.2306 -1.6484 1.7357
H 0.5047 -1.8420 0.1632
C 4.9606 3.0396 1.7331
C 5.5409 2.5783 3.0694
C 4.5592 2.5538 4.2485
C 4.1787 3.9398 4.6902
N 3.8700 5.0144 5.0090
H 5.7665 3.0565 0.9994
H 4.4706 4.0120 1.6846
H 4.3017 2.2600 1.3507
H 6.3501 3.2386 3.3814
H 5.9865 1.5848 3.0181
H 4.9571 2.0385 5.1227
H 3.6672 2.0168 3.9260
C 4.9414 -1.6462 1.1072
C 4.5537 -1.8492 -0.3408
C 5.5702 -1.3034 -1.3330
C 5.1198 -1.2707 -2.7633
N 4.7149 -1.2349 -3.8740
H 4.1394 -1.9972 1.7566
H 5.0794 -0.5789 1.2805
H 5.7857 -2.2677 1.4054
H 3.6111 -1.3323 -0.5210
H 4.5025 -2.9241 -0.5144
H 6.4813 -1.8897 -1.2141
H 5.8670 -0.3289 -0.9453
C 1.6011 -4.1643 0.5392
C 1.9496 -5.6542 0.9367
C 0.8494 -6.3759 1.7504
C 0.6652 -6.0322 3.1730
N 0.5255 -5.7627 4.2728
H 2.0473 -3.8937 -0.4177
H 1.8778 -3.3697 1.2321
H 0.5459 -3.9972 0.3229
H 2.9226 -5.7313 1.4220
H 1.9135 -6.3327 0.0845
H 1.0450 -7.4475 1.7892
H -0.0677 -6.2201 1.1822
C -4.2672 -0.6473 3.3298
C -4.2855 -1.5567 2.0881
C -5.3928 -2.6445 2.0452
C -6.7275 -2.2546 2.5229
N -7.7549 -1.9350 2.9278
H -4.4296 -1.2887 4.1959
H -5.2064 -0.1158 3.1761
H -3.3995 -0.0054 3.4821
H -3.3469 -2.0608 1.8581
H -4.5321 -1.0144 1.1754
H -5.1552 -3.4805 2.7031
H -5.5322 -2.9519 1.0088
C -0.4831 3.0557 -3.3433
C -1.9855 3.2693 -3.3102
C -2.3418 4.2755 -2.2082
C -1.6318 5.5437 -2.3140
N -1.0935 6.5520 -2.4359
H 0.1010 3.9759 -3.3309
H -0.4062 2.4483 -4.2452
H -0.2685 2.3447 -2.5454
H -2.4919 2.3069 -3.2365
H -2.2577 3.6999 -4.2738
H -2.0517 3.7909 -1.2759
H -3.4174 4.4050 -2.0880
C 1.2707 5.0366 0.1157
C 0.1280 5.5994 0.9365
C -0.6214 4.5393 1.7401
C 0.1849 3.6358 2.5038
N 0.8546 2.9234 3.0995
H 2.1166 4.8145 0.7663
H 1.6289 5.8156 -0.5574
H 1.0358 4.1498 -0.4731
H -0.6788 6.1275 0.4282
H 0.5577 6.2898 1.6623
H -1.1809 3.8380 1.1211
H -1.3188 4.9787 2.4533
C -0.5328 -2.3148 5.1539
C -1.5014 -3.4500 5.6906
C -2.6059 -4.0586 4.8621
C -2.3766 -4.2423 3.4535
N -2.2044 -4.3222 2.3142
H -1.0477 -1.3541 5.1655
H -0.2671 -2.6500 4.1514
H 0.3684 -2.2507 5.7637
H -1.9560 -3.1242 6.6262
H -0.8178 -4.2386 6.0050
H -3.5868 -3.5836 4.8816
H -2.7831 -5.0651 5.2410
C 5.5813 4.1291 -2.2828
C 4.7715 2.7934 -2.3779
C 3.8918 2.6625 -3.6492
C 3.0565 3.7869 -4.0153
N 2.4413 4.7298 -4.3600
H 4.9527 5.0173 -2.2204
H 6.2876 4.3495 -3.0832
H 6.2257 4.2603 -1.4135
H 4.2138 2.8138 -1.4416
H 5.3334 1.8653 -2.2732
H 3.2306 1.8396 -3.3774
H 4.5018 2.4559 -4.5285
C -4.6853 0.6929 -2.0386
C -6.1305 0.2887 -1.9655
C -6.5699 -0.3873 -3.3539
C -6.6060 0.5491 -4.4830
N -6.6428 1.3180 -5.3009
H -4.6251 1.3932 -2.8717
H -4.0764 -0.1634 -2.3286
H -4.3947 1.0431 -1.0481
H -6.8022 1.1023 -1.6919
H -6.3449 -0.3947 -1.1438
H -7.6043 -0.7240 -3.2839
H -5.9997 -1.2977 -3.5387
N -0.9742 -1.4194 -3.8953
C 0.0354 -1.6528 -2.9579
C 1.1434 -0.9147 -3.3500
C 0.7909 -0.1835 -4.4761
C -0.5414 -0.5238 -4.7900
H -1.8935 -1.8362 -3.8587
H 0.0085 -2.3178 -2.1074
H 2.1207 -1.0340 -2.9060
H 1.5238 0.3052 -5.1008
H -1.2213 -0.1478 -5.5402
```

=====

C45H82Br6Cl10O12P as an isolated structure. Source: OMol25; level of theory: ωB97M-V/def2-TZVPD.

## Properties
total charge: -1
electronic energy: -627323.5518 eV

```
156
C45H82Br6Cl10O12P ωB97M-V/def2-TZVPD
C 4.1304 2.4088 1.3875
C 2.7736 2.3840 0.5988
C 2.4680 1.0310 -0.1492
C 2.2355 -0.2283 0.7882
P 0.9094 -1.4034 0.5042
C -0.7776 -0.6471 0.1692
C -2.0625 -1.4215 -0.1877
C -3.3439 -0.5914 -0.0680
C -4.5735 -1.4566 -0.4235
C 1.3039 -2.1422 -1.1208
C 1.0794 -1.2778 -2.4091
C 1.8383 -1.9404 -3.6134
C 1.5020 -1.2100 -4.9262
C 0.8924 -2.6629 1.8022
C 0.4992 -2.2359 3.1789
C 0.5583 -3.4085 4.1944
C 0.4936 -3.0635 5.6187
H 4.1844 1.8671 2.3319
H 4.2572 3.4830 1.5216
H 4.9494 2.0604 0.7583
H 2.8820 3.2421 -0.0644
H 1.9262 2.5831 1.2548
H 3.3894 0.8381 -0.6987
H 1.6048 1.0889 -0.8123
H 2.1952 -0.0348 1.8601
H 3.1009 -0.8832 0.6870
H -0.5025 0.1411 -0.5316
H -0.9731 -0.1208 1.1035
H -2.2507 -2.2818 0.4546
H -1.9842 -1.7183 -1.2336
H -3.2774 0.1376 -0.8756
H -3.5398 -0.0213 0.8402
H -4.6015 -1.7952 -1.4591
H -5.5186 -1.0800 -0.0322
H -4.5132 -2.3902 0.1358
H 0.8332 -3.1189 -1.2330
H 2.3486 -2.3641 -0.9032
H 1.4850 -0.2673 -2.3600
H 0.0217 -1.3621 -2.6587
H 1.6235 -3.0090 -3.6112
H 2.9160 -1.8156 -3.5076
H 1.9526 -1.7569 -5.7545
H 1.6999 -0.1405 -4.9973
H 0.4560 -1.3655 -5.1906
H 1.9239 -3.0144 1.7783
H 0.2589 -3.4714 1.4374
H -0.4647 -1.7270 3.1814
H 1.2211 -1.5136 3.5601
H 1.4906 -3.9211 3.9571
H -0.2955 -4.0587 4.0039
H 0.7524 -3.9344 6.2210
H -0.5556 -2.8225 5.7893
H 1.2383 -2.2832 5.7755
O -2.2628 3.1528 1.2210
C -3.6367 3.0708 1.2555
C -4.4104 3.0527 2.6976
O -3.7632 3.1939 3.9843
H -4.0117 2.2125 0.6980
H -4.0274 3.9004 0.6663
H -4.9771 2.1280 2.8065
H -5.2013 3.7952 2.5918
O 4.0666 1.9735 -6.3062
C 4.5965 2.2439 -5.1811
O 5.7055 1.7019 -4.7253
C 6.2542 2.3920 -3.6274
C 5.0847 3.2661 -3.0667
C 4.0965 3.3097 -4.1282
H 7.1249 2.8991 -4.0432
H 6.5384 1.7578 -2.7877
H 5.5093 4.2381 -2.8160
H 4.6962 2.9873 -2.0871
H 4.1918 4.3076 -4.5563
H 3.1179 3.0818 -3.7058
O 0.3052 4.4837 2.4472
C 0.3833 5.6684 2.2130
O 1.5871 6.2057 2.3866
C 1.5631 7.5918 2.4528
C 0.1588 8.0159 1.9464
C -0.6612 6.5914 1.8360
H 2.4580 8.0701 2.0547
H 1.4740 7.5850 3.5392
H 0.2660 8.5069 0.9792
H -0.3685 8.7254 2.5841
H -0.9728 6.3003 0.8329
H -1.5168 6.4733 2.5009
O 4.6023 -3.2800 0.2585
C 5.3826 -2.8696 -0.5710
O 5.4725 -1.5376 -0.9742
C 6.5372 -1.4073 -1.9484
C 6.7953 -2.7746 -2.4967
C 6.4370 -3.6867 -1.3357
H 7.3736 -0.9237 -1.4436
H 6.2360 -0.7534 -2.7669
H 7.8388 -2.9248 -2.7737
H 6.2432 -2.7733 -3.4365
H 7.3176 -3.8636 -0.7182
H 5.9661 -4.5961 -1.7090
O -6.2563 -0.3890 2.7251
C -5.2347 -0.6561 3.3048
O -4.1072 -1.4250 2.9604
C -3.2199 -1.5385 4.1366
C -4.0958 -1.0936 5.3031
C -5.0034 -0.0480 4.7038
H -2.3702 -0.8627 4.0391
H -2.9587 -2.5938 4.2142
H -3.5564 -0.7125 6.1702
H -4.6794 -1.9523 5.6350
H -4.3234 0.7998 4.6202
H -5.8922 0.2061 5.2814
O -7.9729 3.9955 0.7714
C -8.3046 2.8457 0.4037
O -9.3893 2.4763 -0.4580
C -9.4915 1.0435 -0.5772
C -8.1332 0.5084 -0.1702
C -7.5355 1.6408 0.6778
H -9.6958 0.6152 -1.5585
H -10.2346 0.6219 0.0996
H -7.4143 0.2283 -0.9402
H -8.2557 -0.2742 0.5784
H -6.4751 1.8868 0.6225
H -7.7841 1.3318 1.6931
C 1.6811 0.1497 7.5048
Cl 1.4748 0.4880 9.2243
Cl 3.1014 -0.9654 7.3937
H 0.7563 -0.2997 7.1431
H 1.9612 1.0438 6.9478
C -2.9941 -4.9973 0.3051
Cl -3.1509 -4.9200 2.0908
Cl -1.3781 -5.4017 -0.2825
H -3.6464 -5.8634 0.1936
H -3.4678 -4.2099 -0.2811
C -4.6770 -3.5916 -4.0294
Cl -3.0052 -2.8993 -3.7555
Cl -5.0556 -4.7264 -2.6810
H -5.4147 -2.7896 -4.0008
H -4.6538 -4.1920 -4.9387
C -1.9404 2.6874 -4.5563
Cl -2.1879 3.9673 -5.8410
Cl -0.5045 1.6994 -4.7537
H -1.7408 3.1162 -3.5743
H -2.8914 2.1552 -4.5389
C 6.4309 1.0143 4.5562
Cl 5.5364 -0.4316 4.9226
Cl 7.5233 0.5673 3.1772
H 5.8554 1.8940 4.2677
H 7.0152 1.0910 5.4731
C -0.2248 -5.2553 -3.9403
Br 1.0770 -6.0477 -2.7381
Br -1.9693 -6.2411 -3.8183
Br 0.5857 -5.0697 -5.7286
H -0.4287 -4.2575 -3.5520
C 3.7421 -2.0692 -9.1514
Br 4.0480 -1.2600 -7.3898
Br 2.4872 -3.5309 -8.9249
Br 5.3443 -2.9467 -9.8949
H 3.3644 -1.3575 -9.8855
```